Molecular formula: C34H38HfN5O4S
Method: DFT, ωB97M-V/def2-TZVPD

Calculated values
Total charge: -1
LUMO in hartree: 0.0959
Relative energy (zero: lowest compared OMol25 entry of this formula, charge and spin) in kcal per mole: 30.0
Largest force on an atom in eV Å⁻¹: 1.9
Kohn-Sham gap in eV: 5.125

Geometry as XYZ:
```
83
Properties=species:S:1:pos:R:3:lowdin_charge:R:1
Hf -0.54 0.21 0.25 1.79
C 1.41 -3.07 -0.72 -0.18
N 0.55 -1.97 -1.11 0.00
C 0.69 -1.59 -2.33 -0.15
C 0.23 -0.36 -2.85 -0.36
C 0.46 0.16 -4.13 -0.06
C 0.06 1.49 -4.08 -0.10
C -0.38 1.72 -2.78 -0.16
N -0.29 0.61 -2.02 -0.07
C 0.80 -4.17 0.11 -0.23
C 0.41 -5.36 -0.49 -0.06
C -0.14 -6.39 0.25 -0.10
C -0.29 -6.25 1.62 -0.10
C 0.13 -5.08 2.24 -0.08
C 0.66 -4.04 1.49 -0.04
H 2.23 -2.64 -0.14 0.11
H 1.85 -3.54 -1.63 0.11
H 1.27 -2.19 -3.05 0.13
H 0.87 -0.38 -4.97 0.09
H 0.10 2.21 -4.87 0.08
H -0.75 2.65 -2.39 0.10
H 0.54 -5.48 -1.56 0.11
H -0.46 -7.29 -0.25 0.10
H -0.71 -7.05 2.21 0.10
H 0.06 -4.99 3.31 0.10
H 0.95 -3.12 1.97 0.10
N 2.51 2.40 2.35 0.21
C 1.38 1.83 1.91 -0.53
O 1.12 1.81 0.70 -0.07
C 0.47 1.29 2.98 -0.20
C -0.76 0.53 2.45 -0.30
H 3.21 2.68 1.68 0.12
H 2.83 2.24 3.29 0.12
H 0.19 2.15 3.60 0.12
H 1.08 0.63 3.61 0.10
H -1.65 1.14 2.62 0.04
H -0.87 -0.39 3.04 0.05
O 5.02 -0.36 3.00 0.04
C 4.91 -0.06 1.69 -0.28
C 6.02 0.40 0.99 -0.03
C 5.92 0.75 -0.34 -0.09
C 4.71 0.65 -1.01 -0.09
C 3.60 0.17 -0.33 -0.03
C 3.68 -0.20 1.01 -0.08
C 2.46 -0.70 1.73 -0.57
O 2.59 -1.01 2.95 0.02
O 1.37 -0.78 1.10 -0.16
H 4.10 -0.71 3.26 0.07
H 6.96 0.47 1.52 0.11
H 6.80 1.12 -0.86 0.10
H 4.63 0.94 -2.04 0.10
H 2.64 0.07 -0.83 0.10
N -3.27 0.08 -0.62 -0.11
C -3.19 1.35 0.24 -0.54
N -1.88 1.90 0.05 -0.20
C -1.91 3.22 -0.20 -0.36
C -0.86 4.14 -0.06 -0.05
C -1.07 5.50 -0.26 -0.13
C -2.30 5.99 -0.67 -0.14
C -3.35 5.10 -0.87 -0.14
C -3.16 3.77 -0.61 -0.53
S -4.40 2.54 -0.65 0.86
H -2.85 0.20 -1.55 0.12
H -4.27 -0.11 -0.74 0.10
H 0.11 3.78 0.27 0.08
H -0.26 6.20 -0.08 0.09
H -2.45 7.05 -0.80 0.08
H -4.33 5.45 -1.18 0.09
C -3.10 -2.56 -1.77 -0.05
C -3.19 -2.37 -0.25 -0.61
C -4.65 -2.50 0.21 -0.06
C -2.38 -3.44 0.47 -0.06
C -2.58 -1.01 0.16 -0.29
H -3.28 -3.60 -2.03 0.08
H -2.11 -2.28 -2.12 0.07
H -3.84 -1.95 -2.28 0.07
H -5.05 -3.47 -0.10 0.08
H -5.30 -1.74 -0.20 0.07
H -4.71 -2.44 1.30 0.08
H -2.79 -4.43 0.30 0.09
H -2.35 -3.25 1.54 0.09
H -1.36 -3.41 0.09 0.04
H -2.96 -0.85 1.19 0.08
```

=====

Molecular formula: C34H38N13ORe
Method: DFT, ωB97M-V/def2-TZVPD

Calculated values
Multiplicity: 2
Total charge: +3
LUMO (spin up / spin down) in hartree: -0.3636 / -0.3400
Relative energy (zero: lowest compared OMol25 entry of this formula, charge and spin) in kcal per mole: 24.7
Largest force on an atom in eV Å⁻¹: 1.3
Kohn-Sham gap (spin up / spin down) in eV: 6.178 / 6.691

Geometry as XYZ:
```
87
Properties=species:S:1:pos:R:3:lowdin_spin:R:1
Re -0.29 0.25 -0.46 0.92
C -3.14 2.78 1.75 0.00
C -2.61 1.85 0.85 0.00
N -1.29 1.73 0.66 0.01
C -0.45 2.60 1.30 0.01
C -0.90 3.54 2.21 0.00
C -2.29 3.60 2.45 0.00
C 0.05 4.42 2.79 -0.01
C 1.36 4.36 2.40 0.00
C 1.78 3.43 1.42 -0.01
C 0.88 2.55 0.88 0.00
N 1.11 1.63 -0.19 -0.03
C 1.69 2.12 -1.41 0.00
C 2.91 2.70 -1.59 -0.01
C 3.27 3.25 -2.84 0.00
C 2.38 3.24 -3.88 -0.01
C 1.11 2.64 -3.72 0.00
C 0.11 2.62 -4.73 0.00
C -1.10 2.03 -4.48 0.00
C -1.31 1.41 -3.24 0.00
N -0.38 1.40 -2.28 0.01
C 0.80 2.04 -2.50 0.01
H -4.22 2.83 1.89 0.00
H -3.25 1.19 0.29 0.00
H -2.69 4.32 3.16 0.00
H -0.28 5.17 3.51 0.00
H 2.08 5.04 2.83 0.00
H 2.83 3.43 1.12 0.00
H 3.63 2.75 -0.77 0.00
H 4.25 3.69 -2.97 0.00
H 2.64 3.69 -4.84 0.00
H 0.31 3.09 -5.69 0.00
H -1.89 2.01 -5.22 0.00
H -2.24 0.91 -3.03 0.00
C -2.03 -3.37 -0.08 0.00
C -2.55 -2.03 0.36 0.01
O -2.12 -0.95 -0.15 0.04
N -3.56 -2.06 1.21 0.01
C -4.25 -0.93 1.83 0.00
C -3.62 -0.43 3.12 0.00
C -4.44 -0.25 4.22 0.00
C -3.89 0.25 5.40 0.00
C -2.54 0.54 5.43 0.00
C -1.80 0.31 4.27 0.00
N -2.31 -0.17 3.12 0.00
H -1.03 -3.26 -0.50 0.00
H -2.70 -3.78 -0.85 0.00
H -1.99 -4.08 0.75 0.00
H -3.88 -2.98 1.48 0.00
H -5.26 -1.25 2.06 0.00
H -4.32 -0.14 1.09 0.00
H -5.49 -0.49 4.17 0.00
H -4.51 0.40 6.27 0.00
H -2.07 0.92 6.32 0.00
H -0.73 0.53 4.28 0.00
C 4.38 -2.77 -1.26 0.00
C 4.10 -1.35 -0.82 0.00
N 2.64 -1.17 -0.77 0.00
C 1.80 -1.68 -1.69 0.00
N 0.52 -1.23 -1.70 -0.01
C -0.37 -1.69 -2.79 0.00
C -0.07 -3.11 -3.20 0.00
C 1.39 -3.23 -3.57 0.00
N 2.25 -2.62 -2.53 0.00
C 3.69 -2.98 -2.59 0.00
H 3.99 -3.48 -0.52 0.00
H 5.44 -2.93 -1.36 0.00
H 4.55 -0.65 -1.52 0.00
H 4.50 -1.15 0.17 0.00
H 2.30 -0.36 -0.28 0.00
H -0.25 -1.04 -3.66 0.00
H -1.40 -1.59 -2.45 0.00
H -0.69 -3.38 -4.06 0.00
H -0.31 -3.81 -2.40 0.00
H 1.59 -2.75 -4.53 0.00
H 1.68 -4.27 -3.66 0.00
H 4.17 -2.40 -3.37 0.00
H 3.73 -4.03 -2.88 0.00
N 1.20 -3.54 3.07 0.01
N 1.10 -2.31 2.48 0.01
N 1.67 -1.24 3.03 0.00
C 1.24 -0.30 2.22 0.01
N 0.46 -0.80 1.25 0.00
N 0.38 -2.13 1.43 0.00
H 1.96 -3.57 3.74 0.00
H 1.11 -4.30 2.42 0.00
H 1.50 0.75 2.33 0.00
```